# 1
ORCA calculation (ωB97M-V with the def2-TZVPD basis set) on C22H34O17Rb4 as an isolated structure in a non-equilibrium geometry.

Values from the calculation:
lowest unoccupied orbital energy = -5.5 eV
HOMO-LUMO gap = 1.90 eV
strongest force on any atom = 3.82 eV Å⁻¹
HOMO = -7.430 eV

The geometry in ORCA input format:
```
! wB97M-V def2-TZVPD RIJCOSX def2/J DEFGRID3
* xyz 2 1
C -1.980 4.741 4.076
H -4.967 8.334 -4.860
C 3.391 -1.243 4.690
H -2.845 -4.915 -1.548
C 3.813 -7.448 -1.279
H 5.627 -1.949 2.843
Rb 6.541 6.653 -2.187
C 4.780 -8.418 -0.931
H 2.314 0.268 -1.321
O 5.543 -8.756 -2.030
H 4.146 -6.455 -1.580
C 2.045 1.314 -1.471
C -3.207 4.880 3.164
H -2.616 7.331 -5.254
O -4.278 9.717 -2.203
O -5.611 -7.414 -1.337
H 6.278 1.405 5.037
C -3.683 -4.726 -0.876
H -5.902 8.794 -3.045
H -1.306 5.525 3.731
H 6.396 0.027 6.035
H 5.408 0.191 3.086
O 4.213 -2.195 4.415
H -4.165 -2.925 -1.808
H 6.206 -2.163 4.591
H -3.527 6.426 -4.186
H -2.238 7.715 -3.717
O 4.932 -10.737 -1.198
O -4.144 5.863 3.514
H -4.232 3.361 2.062
H 2.062 1.618 -0.424
C 4.126 -9.816 -0.530
Rb 8.655 0.196 -3.442
H -2.135 4.684 5.153
C -4.091 3.658 3.101
Rb -3.970 0.118 -8.138
O 0.061 1.008 -3.250
H 3.279 -7.278 -0.344
Rb 1.491 -2.889 -6.577
O 3.037 2.008 -2.168
O -4.572 -6.351 0.466
H -3.785 -2.691 0.014
C -3.119 7.431 -4.292
O -4.549 -5.509 -1.616
H 0.517 2.621 -2.066
O 2.218 -1.373 4.936
H 5.334 -7.974 -0.105
C -4.857 8.569 -2.832
C -5.064 -6.469 -0.874
O 4.123 -0.025 4.676
H 3.132 -9.947 -0.957
H -5.263 -3.416 -0.460
H -2.441 -5.817 0.437
C -3.515 10.432 -3.115
H -4.678 7.646 -2.281
O -5.389 4.135 3.340
H -0.143 1.277 -1.173
C -5.410 5.417 3.485
C -4.160 8.539 -4.156
C 5.377 -0.238 4.087
H 7.384 0.103 4.558
C 5.448 -1.783 3.906
H -3.828 2.800 3.720
O -3.623 9.822 -4.287
H 3.098 -7.826 -2.010
H -1.602 3.741 3.861
H -2.890 5.163 2.160
C 5.805 -10.053 -2.001
O -2.868 11.427 -2.844
C 6.407 0.323 4.986
H -3.746 -4.898 1.331
H 4.056 -9.922 0.553
C -4.230 -3.288 -0.782
O 6.640 -10.570 -2.719
C 0.528 1.533 -1.993
O -6.304 6.146 3.799
C -3.478 -5.481 0.450
*
```



# 2
ORCA calculation (ωB97M-V with the def2-TZVPD basis set) on C22H35ClO2P2Pt as an isolated structure in a non-equilibrium geometry.

Values from the calculation:
⟨S²⟩ = 6.020
lowest unoccupied orbital energy (spin up / spin down) = -5.4 / -8.5 eV
energy relative to the best compared isomer or geometry (same formula, charge and spin) = 125.6 kcal/mol
HOMO-LUMO gap (spin up / spin down) = 5.51 / 5.08 eV
strongest force on any atom = 6.65 eV Å⁻¹
HOMO (spin up / spin down) = -10.916 / -13.628 eV

The geometry in ORCA input format:
```
! wB97M-V def2-TZVPD RIJCOSX def2/J DEFGRID3
* xyz 2 5
C -0.242 -4.610 -0.875
H 1.496 1.276 3.838
H -1.431 -1.450 -4.621
H -2.999 -1.586 -3.586
H 1.767 1.944 6.249
H 1.139 1.455 -3.634
O -1.832 -0.120 2.206
H -1.822 -2.348 -1.944
H 1.879 -0.157 -4.813
C 0.178 -2.399 -2.759
C 0.844 1.460 5.901
H 0.619 3.889 3.520
C 0.464 -1.885 0.255
Cl -0.147 1.783 8.428
C 1.231 -1.664 -3.546
C -1.152 -1.690 -2.480
H -2.430 -0.231 4.633
P 0.813 -3.142 -1.083
H -2.268 0.319 7.099
C -1.960 -1.189 -3.682
Pt -0.149 -0.185 -1.732
C -0.565 0.565 4.172
C -2.173 0.380 -3.911
C 0.977 3.787 2.481
H -2.236 3.657 1.075
C 2.614 -2.683 -0.873
H 0.443 1.646 -1.774
C -0.964 1.144 -3.489
H -0.142 -3.304 -3.305
C 0.892 -0.487 -4.489
H 2.072 1.043 -1.238
C 0.696 1.056 4.570
C -1.418 0.557 6.435
C -0.890 0.416 2.749
H 0.897 -2.440 1.020
H 0.323 -5.533 -1.044
H -2.363 1.839 1.258
C -1.763 2.686 0.847
H -1.046 2.256 -3.375
C -1.537 0.169 5.099
H -1.007 -4.583 -1.676
H -3.043 0.841 -3.399
H 2.005 3.347 2.560
H 0.893 -0.850 0.406
H 1.988 2.754 0.321
C 1.052 1.289 -0.882
H 1.799 -1.139 -2.768
H -2.378 0.538 -4.984
H -0.733 -4.610 0.144
H 0.984 4.772 1.957
H 0.385 -0.769 -5.401
H -1.708 2.569 -0.261
C -0.255 1.295 6.789
C 0.984 2.435 0.067
O 0.061 1.110 2.004
H 2.907 -2.418 0.194
H 1.923 -2.366 -4.006
H 2.931 -1.748 -1.379
H 0.483 3.204 -0.520
H -0.604 -1.751 0.450
H 3.276 -3.490 -1.091
P -0.116 2.692 1.551
C 0.356 0.652 -3.658
*
```



# 3
ORCA calculation (ωB97M-V with the def2-TZVPD basis set) on a 5-piece molecular cluster, C22H35FN2O20PS4 overall in a non-equilibrium geometry.

Values from the calculation:
lowest unoccupied orbital energy = 1.7 eV
HOMO-LUMO gap = 5.89 eV
strongest force on any atom = 4.31 eV Å⁻¹
HOMO = -4.195 eV

The geometry in ORCA input format:
```
! wB97M-V def2-TZVPD RIJCOSX def2/J DEFGRID3
* xyz -1 1
H 4.629 -0.838 0.004
H -1.469 -2.942 -4.807
O 5.221 -1.596 -3.144
O 1.325 2.330 -2.244
C -4.028 2.692 4.984
H 4.603 4.923 -1.740
O -2.965 -1.071 -1.284
O -6.190 0.353 1.589
H -1.018 3.096 -0.948
H -3.225 2.728 1.096
H -5.081 4.603 4.686
S 1.064 -5.197 0.914
H 5.035 3.978 -3.186
C -4.232 3.775 2.738
C -3.344 -1.846 -4.633
H -4.023 -1.813 1.025
S 2.521 2.516 -2.973
C -0.564 3.064 0.080
O 1.627 1.323 0.507
H -1.098 -0.542 4.516
H -2.473 -3.411 -3.413
C -3.246 1.604 4.421
H 0.381 3.681 0.027
N -2.097 0.524 2.415
H -4.156 -0.863 2.542
H -4.224 2.666 6.083
H -2.867 0.767 5.055
O 2.373 3.834 -3.898
H -1.230 3.588 0.807
C -4.048 -0.763 1.433
P -0.089 1.317 0.545
O 0.172 1.662 4.526
C -5.256 0.081 0.870
H 3.553 -3.701 0.672
C -4.517 3.799 4.165
C -0.219 1.985 3.384
F 1.516 -0.256 2.927
H -4.689 -0.073 -1.042
C -0.646 0.888 2.308
C 4.473 -0.860 -2.166
O 5.326 -4.019 -2.683
H 3.173 -6.352 -0.817
O 0.850 -4.553 2.163
C 5.247 -1.014 -0.875
O 2.359 -6.156 1.058
H -4.615 4.599 2.092
O -1.510 -1.614 -3.208
C 3.126 -4.297 -0.138
H 0.056 -1.137 1.767
H 2.403 5.457 -2.642
N -5.324 0.562 -0.531
C -3.446 2.685 2.194
O 3.646 3.093 -1.965
O 5.727 -2.364 -0.897
C 3.087 4.921 -3.305
H 4.374 0.180 -2.466
H -4.121 -2.530 -4.973
C 4.216 4.276 -2.524
H 3.453 5.601 -4.074
H 3.536 -3.961 -1.089
O -2.232 0.718 -2.856
O 7.406 -2.629 -2.682
H -1.103 -2.144 3.551
C -2.154 -2.577 -4.043
H -1.982 -0.777 0.706
S -2.620 -0.620 -2.585
O 3.114 1.483 -3.763
H 0.334 -1.604 4.526
C -2.905 1.579 2.989
O 0.039 -5.912 0.234
H 1.937 1.881 1.254
O -0.312 3.262 3.114
C 0.143 -0.468 2.673
H -3.042 -1.199 -5.460
H -4.824 1.459 -0.515
H 3.480 -1.309 -2.087
O 1.705 -4.127 -0.111
H 6.112 -0.347 -0.849
S 6.017 -2.799 -2.425
C -2.647 0.004 1.155
H 4.346 -5.991 0.472
H -2.878 0.781 0.383
C -0.513 -1.251 3.871
C 3.347 -5.777 0.096
O -3.834 -1.020 -3.577
*
```



# 4
ORCA calculation (ωB97M-V with the def2-TZVPD basis set) on C22H35NO7P2RhSi2 as an isolated structure.

Values from the calculation:
lowest unoccupied orbital energy = 2.5 eV
energy relative to the best compared isomer or geometry (same formula, charge and spin) = 0.0 kcal/mol
HOMO-LUMO gap = 7.81 eV
strongest force on any atom = 0.32 eV Å⁻¹
HOMO = -5.311 eV

The geometry in ORCA input format:
```
! wB97M-V def2-TZVPD RIJCOSX def2/J DEFGRID3
* xyz -1 1
O 0.502 1.291 -2.674
H -0.483 -0.463 -4.157
C -2.184 -2.657 1.488
H -1.908 0.983 5.298
C 0.149 -1.329 5.211
H 1.671 -0.528 1.583
H 0.994 -3.396 1.069
H 1.454 5.226 -1.193
H 1.965 2.263 3.530
H -1.285 -2.513 -2.388
C 0.606 -0.564 1.832
N 1.089 3.141 1.880
H 1.199 -3.066 -0.652
P 1.646 0.288 -2.184
H -3.112 -2.089 1.391
H -0.071 3.274 -0.934
H -2.082 0.652 0.984
P -1.126 1.091 -2.791
H 1.578 1.694 5.677
O 2.953 0.962 -2.138
O 1.150 -0.435 -0.934
C -4.559 0.959 3.199
C 2.460 3.661 -0.081
H 2.032 0.713 7.871
H -2.772 -1.926 -1.664
C -0.008 4.028 -0.149
C 0.484 -3.391 0.105
O -1.646 0.833 -1.393
C -1.741 0.777 3.166
H -5.639 1.030 3.211
H -1.762 -2.435 2.468
C -2.451 0.940 4.360
C 0.402 -1.889 6.454
H -4.353 1.159 5.325
C 1.502 0.132 7.125
C -2.502 0.708 2.000
H 1.626 1.710 0.404
H -2.437 -3.722 1.456
H -0.824 4.727 -0.334
H -0.738 2.415 1.095
C -0.188 3.368 1.226
H 2.915 2.220 1.482
Rh -0.474 -0.054 0.162
H 0.416 -1.564 2.239
H 0.403 2.987 3.841
C 1.352 4.710 -0.237
O 1.665 -0.840 -3.358
O -1.667 2.207 -3.575
H 0.069 -2.897 6.671
H 1.286 -1.589 8.389
C -3.886 0.794 1.997
H -0.390 -1.917 4.474
C 0.563 -0.033 4.888
C 2.045 2.582 0.930
C -3.836 1.032 4.381
H 0.168 -4.412 -0.129
C 1.084 -1.157 7.417
Si 0.152 0.643 3.160
H -0.807 3.984 1.888
C 0.958 2.377 3.113
H 2.504 -0.742 -3.822
H 3.383 4.146 0.249
H -2.318 -3.637 -1.473
O -1.214 -0.335 -3.542
H -4.422 0.741 1.058
Si -1.006 -2.252 0.068
H 1.435 5.462 0.552
C 1.243 0.683 5.875
C -1.935 -2.611 -1.519
H 2.661 3.176 -1.038
*
```